Record 1
{
  "formula": "ClH3NOPS",
  "method": "ωB97M-V/def2-TZVPD",
  "e_above_lowest_kcal_mol": 84.9,
  "lumo_energy_ev": [-2.32, -2.20],
  "homo_energy_ev": [-9.234, -9.054],
  "mol_weight_g_mol": 131.524,
  "orbital_gap_ev": [6.91, 6.86],
  "multiplicity": 1,
  "species": ["N", "O", "P", "S", "Cl", "H", "H", "H"],
  "xyz": [[-0.491, 0.721, -0.827], [-0.408, 0.057, 1.584], [0.090, -0.531, 0.110], [2.899, 0.235, -0.168], [-1.276, -2.022, -0.270], [-0.817, 0.505, -1.733], [0.033, 1.524, -0.966], [-0.030, -0.490, 2.269]],
  "forces_ev_per_angstrom": [[-1.34, -1.39, 0.37], [0.16, -0.34, -1.62], [0.86, 1.35, 1.04], [-1.01, -0.44, 0.16], [0.13, 0.23, -0.18], [-0.79, -0.84, -0.91], [1.69, 1.67, 0.51], [0.30, -0.25, 0.63]],
  "nbo_charge": [-1.179, -0.961, 1.370, -0.248, -0.290, 0.402, 0.412, 0.496]
}

Record 2
{
  "formula": "C5H16NO4",
  "method": "ωB97M-V/def2-TZVPD",
  "e_above_lowest_kcal_mol": 0.0,
  "lumo_energy_ev": [0.46, 0.37],
  "homo_energy_ev": [-3.637, -10.525],
  "mol_weight_g_mol": 154.186,
  "s_squared": 0.75,
  "orbital_gap_ev": [4.09, 10.90],
  "multiplicity": 2,
  "species": ["C", "C", "C", "C", "C", "O", "O", "N", "H", "H", "H", "H", "H", "H", "H", "H", "H", "H", "H", "H", "H", "H", "O", "H", "H", "O"],
  "xyz": [[-1.339, 0.558, -2.470], [-0.271, -0.103, -1.599], [-0.704, -0.125, -0.110], [0.367, -0.872, 0.638], [0.289, -1.037, 2.104], [-0.202, 0.090, 2.703], [0.493, -2.061, 2.690], [0.015, -1.511, -2.223], [-0.959, 1.388, -3.090], [-2.081, 1.012, -1.811], [-1.750, -0.104, -3.210], [0.689, 0.427, -1.597], [-1.663, -0.668, 0.035], [-0.977, 0.871, 0.203], [0.428, -1.884, 0.233], [1.334, -0.387, 0.478], [0.296, 0.312, 3.484], [1.064, -1.330, -2.587], [-0.221, -2.232, -1.527], [-0.582, -1.641, -3.039], [3.377, -0.202, 2.266], [3.236, 1.004, 1.392], [2.766, 0.498, 2.064], [-1.261, 3.183, 2.193], [-1.428, 2.007, 1.416], [-0.917, 2.808, 1.362]],
  "forces_ev_per_angstrom": [[0.59, 1.40, -0.06], [-1.19, -0.24, -0.01], [-1.00, -1.61, -0.73], [0.73, -0.13, -0.19], [-1.38, -0.03, 0.48], [0.04, 0.16, -0.66], [0.58, 0.26, 0.21], [-0.04, 2.29, 0.94], [0.26, -0.19, 0.36], [-0.34, -0.26, -0.31], [-0.62, -0.34, 0.12], [-0.14, -0.21, -0.45], [0.36, 0.06, -0.41], [0.84, 0.30, -0.11], [0.21, 0.06, 0.10], [-0.01, -0.10, -0.12], [0.20, -0.16, 0.74], [0.32, -0.99, -0.05], [0.45, -0.49, -0.10], [0.00, -0.14, -0.12], [0.38, -0.61, 0.28], [-0.14, 0.16, 0.01], [-0.08, 0.47, -0.17], [0.60, 0.53, -0.40], [-0.06, -0.87, -0.33], [-0.58, 0.65, 0.99]],
  "nbo_charge": [-0.639, -0.121, -0.404, -0.553, 0.821, -0.731, -0.563, -0.982, 0.228, 0.219, 0.212, 0.210, 0.206, 0.226, 0.214, 0.259, 0.504, 0.105, 0.380, 0.402, 0.475, 0.477, -0.947, 0.465, 0.459, -0.921]
}

Record 3
{
  "formula": "C3H34NO16",
  "method": "ωB97M-V/def2-TZVPD",
  "e_above_lowest_kcal_mol": 96.3,
  "lumo_energy_ev": 2.69,
  "homo_energy_ev": -6.069,
  "mol_weight_g_mol": 340.296,
  "orbital_gap_ev": 8.76,
  "charge": -1,
  "multiplicity": 1,
  "species": ["O", "C", "O", "C", "C", "N", "H", "H", "H", "H", "H", "H", "H", "H", "O", "H", "H", "O", "H", "H", "O", "H", "H", "O", "H", "H", "O", "H", "H", "O", "H", "H", "O", "H", "H", "O", "H", "H", "O", "H", "H", "O", "H", "H", "O", "H", "H", "O", "H", "H", "O", "H", "H", "O"],
  "xyz": [[-2.895, -1.171, 1.720], [-2.226, -0.899, 0.753], [-2.533, -0.340, -0.337], [-0.667, -1.207, 0.619], [0.015, -1.465, 1.918], [-0.109, 0.024, -0.092], [-0.576, -2.086, 0.045], [-0.755, -1.816, 2.640], [0.871, -2.240, 1.833], [0.348, -0.596, 2.489], [-0.513, 0.150, -1.043], [-0.342, 0.822, 0.492], [-1.830, 1.731, 3.243], [-2.229, 0.213, 3.126], [-1.447, 0.793, 3.235], [-1.727, 1.474, 0.977], [-3.013, 2.046, 0.440], [-2.380, 2.261, 1.140], [-2.822, -2.337, -1.547], [-2.844, -2.723, -2.811], [-2.704, -3.117, -2.015], [-2.002, -0.566, -1.847], [-0.832, -0.757, -2.939], [-1.848, -0.811, -2.789], [-0.526, 1.786, -3.100], [0.506, 0.779, -3.094], [0.262, 1.581, -3.551], [1.721, -1.505, -1.786], [0.653, -2.180, -2.504], [1.063, -1.344, -2.458], [3.225, 0.663, 1.318], [4.195, 1.596, 1.983], [3.533, 0.949, 2.162], [3.484, -2.079, 0.976], [3.943, -1.079, 2.085], [4.069, -2.002, 1.693], [0.328, 1.680, 3.315], [1.845, 1.544, 3.277], [1.114, 2.176, 3.287], [-0.038, -3.568, -0.816], [-1.026, -3.562, -1.939], [-0.124, -3.710, -1.802], [3.213, 0.381, -0.566], [1.912, -0.250, 0.091], [2.858, -0.263, 0.044], [-0.344, 3.370, 0.604], [0.629, 3.040, 1.800], [0.544, 2.994, 0.834], [-2.188, 0.898, -2.786], [-2.543, 1.621, -1.647], [-2.080, 1.734, -2.494], [1.470, 2.702, -0.590], [1.468, 2.371, -2.204], [1.892, 2.292, -1.384]],
  "forces_ev_per_angstrom": [[-0.97, -0.17, 1.29], [2.67, -0.53, -1.58], [-2.58, 0.52, -0.55], [-0.90, 2.84, 0.56], [0.90, -1.37, 1.63], [0.90, -1.70, 0.14], [0.04, -0.61, -1.17], [0.43, -0.51, -0.56], [-1.30, 1.29, 0.28], [0.41, 0.19, -0.68], [0.59, -0.06, 1.57], [0.54, -0.01, -0.35], [0.54, -2.07, -0.15], [0.45, 0.11, -0.25], [-0.99, 2.00, 0.50], [-1.86, 2.14, 0.75], [-0.21, 0.13, 0.33], [1.57, -1.82, -1.09], [-0.25, 2.25, 2.65], [-0.34, 1.13, -4.31], [0.06, -3.85, 1.92], [0.05, -0.43, 0.47], [-2.51, -0.29, 0.47], [2.53, 0.23, -1.28], [-1.89, 1.00, 0.83], [0.78, -0.66, 0.02], [1.92, -0.31, -1.22], [0.50, 0.48, 0.45], [-1.12, -2.05, -0.17], [0.72, 1.78, -0.54], [-0.70, -0.75, -1.54], [0.69, 0.73, -0.02], [0.17, 0.21, 2.45], [-1.11, 0.34, -1.39], [0.11, -1.76, -1.04], [1.35, 1.17, 2.75], [-1.65, -1.41, 0.22], [0.15, 0.08, -0.35], [1.50, 1.26, 0.44], [0.05, -0.44, -1.71], [-3.00, 0.42, -0.55], [3.21, -0.47, 2.20], [-0.76, 0.43, -0.68], [-1.96, 0.85, -0.66], [1.69, -1.02, 0.03], [1.07, -0.51, 0.39], [0.35, -0.26, 0.09], [-1.55, 0.93, -0.61], [-0.41, -4.71, -2.55], [0.33, 0.56, -0.01], [-0.68, 4.84, 2.63], [-0.11, -0.35, -1.13], [-1.52, 0.46, -1.54], [2.08, -0.26, 2.61]],
  "nbo_charge": [-0.709, 0.786, -0.876, -0.186, -0.650, -0.851, 0.178, 0.241, 0.200, 0.225, 0.380, 0.350, 0.489, 0.519, -1.005, 0.488, 0.478, -0.978, 0.483, 0.478, -0.934, 0.498, 0.498, -1.038, 0.483, 0.471, -0.970, 0.484, 0.495, -0.985, 0.490, 0.469, -0.992, 0.473, 0.494, -0.977, 0.488, 0.507, -0.981, 0.465, 0.495, -0.968, 0.508, 0.521, -1.005, 0.490, 0.512, -0.998, 0.482, 0.479, -0.956, 0.509, 0.491, -1.038]
}

What did the first record say?
{
  "formula": "ClH3NOPS",
  "method": "ωB97M-V/def2-TZVPD",
  "e_above_lowest_kcal_mol": 84.9,
  "lumo_energy_ev": [-2.32, -2.20],
  "homo_energy_ev": [-9.234, -9.054],
  "mol_weight_g_mol": 131.524,
  "orbital_gap_ev": [6.91, 6.86],
  "multiplicity": 1,
  "species": ["N", "O", "P", "S", "Cl", "H", "H", "H"],
  "xyz": [[-0.491, 0.721, -0.827], [-0.408, 0.057, 1.584], [0.090, -0.531, 0.110], [2.899, 0.235, -0.168], [-1.276, -2.022, -0.270], [-0.817, 0.505, -1.733], [0.033, 1.524, -0.966], [-0.030, -0.490, 2.269]],
  "forces_ev_per_angstrom": [[-1.34, -1.39, 0.37], [0.16, -0.34, -1.62], [0.86, 1.35, 1.04], [-1.01, -0.44, 0.16], [0.13, 0.23, -0.18], [-0.79, -0.84, -0.91], [1.69, 1.67, 0.51], [0.30, -0.25, 0.63]],
  "nbo_charge": [-1.179, -0.961, 1.370, -0.248, -0.290, 0.402, 0.412, 0.496]
}